The following is a DFT calculation (ωB97M-V with the def2-TZVPD basis set) of a cluster of 2 separate species, C4H2O2 in total.

Values from the calculation:
E_tot (eV): -8267.877
HOMO (alpha / beta) (Eh): -0.385 / -0.385
Relative energy (zero: lowest compared OMol25 entry of this formula, charge and spin) (kJ/mol): 448.74

Bonds (Å) are listed after each position.
Atoms and positions in Å:
1 C 0.19 -1.67 -2.36  C2 1.443, O3 1.170, C7 1.423
2 C 1.13 -1.42 -1.29  C1 1.443, C7 1.559, C8 1.438
3 O -0.23 -2.37 -3.20  C1 1.170
4 O -0.43 -0.66 0.98  H6 0.996
5 H 1.44 0.58 -0.31  C8 1.111
6 H -0.18 -1.52 1.42  O4 0.996
7 C 0.17 -0.34 -1.87  C1 1.423, C2 1.559, C8 1.423
8 C 0.73 -0.24 -0.57  C2 1.438, H5 1.111, C7 1.423

Charges per atom according to Mulliken partitioning, unit e:
1. C 0.752
2. C -0.373
3. O -0.413
4. O -0.639
5. H 0.256
6. H 0.287
7. C -0.246
8. C 0.376

The following is a DFT calculation (ωB97M-V with the def2-TZVPD basis set) of a cluster of 2 separate species, C4H2O2 in total.

Values from the calculation:
E_tot (eV): -8267.912
HOMO (Eh): -0.320
Relative energy (zero: lowest compared OMol25 entry of this formula, charge and spin) (kJ/mol): 445.40

Bonds (Å) are listed after each position.
Atoms and positions in Å:
1 H -1.28 1.81 -0.34  O4 0.988
2 H -1.93 -0.50 1.10  C8 1.122
3 C 1.46 -1.23 -0.51  C5 1.321, C6 1.262
4 O -1.17 1.12 0.35  H1 0.988, C8 1.274
5 C 1.73 0.02 -0.21  C3 1.321, O7 1.128
6 C 1.17 -2.46 -0.58  C3 1.262
7 O 1.98 1.10 0.01  C5 1.128
8 C -1.95 0.13 0.17  H2 1.122, O4 1.274

Charges per atom according to Mulliken partitioning, unit e:
1. H 0.391
2. H 0.131
3. C 0.011
4. O -0.307
5. C 0.721
6. C -0.472
7. O -0.255
8. C -0.221

The following is a DFT calculation (ωB97M-V with the def2-TZVPD basis set) of an isolated molecule of C4H2S2.

Values from the calculation:
E_tot (eV): -25847.132
HOMO (Eh): -0.333
Relative energy (zero: lowest compared OMol25 entry of this formula, charge and spin) (kJ/mol): 103.64

Bonds (Å) are listed after each position.
Atoms and positions in Å:
1 H -2.91 -0.20 1.27  C7 1.067
2 S 2.19 -1.10 0.77  C5 1.588
3 S 0.08 0.16 -2.32  C8 1.661
4 C -0.93 -0.02 0.19  C7 1.202, C8 1.396
5 C 1.46 0.12 0.07  S2 1.588, H6 1.089, C8 1.483
6 H 1.95 1.09 -0.03  C5 1.089
7 C -2.00 -0.15 0.72  H1 1.067, C4 1.202
8 C 0.17 0.10 -0.67  S3 1.661, C4 1.396, C5 1.483

Charges per atom according to Mulliken partitioning, unit e:
1. H 0.427
2. S -0.171
3. S -0.173
4. C -0.410
5. C -0.210
6. H 0.298
7. C 0.277
8. C -0.038